1.
This record from the OMol25 dataset describes a cluster of 17 separate species, C71H114F5N7O12 in total at a distorted geometry. The level of theory is the ωB97M-V functional and the def2-TZVPD basis.

Properties
* E_LUMO: 0.00759 Ha
* F_max: 3.2 eV/A
* Kohn-Sham gap: 8.8 eV
* molar mass: 1352.720 Da

Geometry (Å):
F -0.99 -7.26 -1.36
F -2.91 2.66 4.70
F 5.48 -9.19 -0.77
F -3.04 1.97 -2.09
F 1.00 0.00 -3.96
O 1.81 -2.91 -1.95
O 5.49 -0.09 2.12
O 0.23 -2.41 4.23
O 0.66 8.45 1.82
O 0.13 0.91 1.09
O -5.83 3.09 1.95
O -5.68 -2.17 3.89
O 3.88 4.22 -2.06
O 1.58 4.11 7.05
O 4.22 -3.26 1.93
O 1.61 3.99 -6.20
O -2.49 -4.41 -2.83
N -0.65 3.74 -6.26
N 3.92 -2.04 -1.76
N 1.10 2.42 5.70
N 3.87 -4.84 3.54
N 4.20 1.56 1.26
N 0.11 -2.85 6.51
N -0.38 7.95 -0.17
C -1.13 3.83 1.77
C 5.19 3.67 -2.30
C 0.74 7.32 -0.89
C -0.35 -0.23 1.79
C 0.20 -1.98 -5.02
C 0.39 0.12 -6.27
C 4.46 0.24 1.57
C -1.91 -3.24 -2.33
C -0.31 -2.58 -6.18
C 5.26 -5.38 3.43
C -4.49 -2.36 4.61
C -0.42 -1.81 -7.37
C -4.27 -0.57 3.06
C 4.41 4.87 -4.24
C 0.17 -5.58 2.18
C -3.86 -4.57 -2.63
C -5.24 2.69 0.74
C -0.45 0.96 -0.26
C 5.15 2.67 1.58
C 1.34 -2.14 6.97
C -6.40 4.39 1.85
C 5.66 4.65 -3.37
C -5.35 5.06 0.98
C -3.42 -1.60 3.77
C -0.81 -1.21 0.68
C -0.57 -6.66 -0.26
C -3.08 -2.70 -1.53
C 3.06 1.89 0.44
C -0.10 -0.48 -7.42
C -5.50 1.37 -4.63
C -0.82 -3.32 7.57
C 2.77 -6.29 -1.97
C -5.09 3.92 -0.06
C -0.35 -2.86 5.19
C -4.77 1.99 -3.63
C -1.94 4.02 -7.02
C -4.96 0.20 -5.22
C 2.88 -7.48 -2.64
C 2.82 -2.65 -1.28
C 0.54 4.08 -6.77
C 4.48 -7.06 -0.44
C -1.36 -5.67 0.30
C 5.08 -1.82 -0.97
C 3.57 -6.06 -0.89
C -5.47 -1.37 2.70
C 0.57 -0.61 -5.05
C 3.25 4.67 -3.27
C 0.91 -6.60 1.60
C -2.25 3.50 3.83
C 0.96 3.07 6.85
C -1.17 5.58 3.46
C -0.28 8.57 1.06
C -3.78 -0.34 -4.75
C 4.60 -8.22 -1.16
C -1.95 4.79 4.26
C 0.57 -7.05 0.36
C -1.82 3.01 2.61
C -0.44 -0.49 -0.65
C 0.36 1.20 5.47
C 3.09 -5.29 4.63
C -3.10 0.23 -3.70
C 3.49 -3.79 2.79
C -0.63 3.00 -4.99
C 1.79 2.86 4.50
C -4.31 -3.25 -2.14
C 3.75 -8.49 -2.23
C -1.54 8.16 -0.93
C 3.90 -1.60 -3.18
C -0.98 -5.11 1.55
C -3.66 1.41 -3.14
C -0.73 5.10 2.19
H -0.11 1.23 4.49
H 1.03 3.00 3.73
H 4.92 -2.04 0.08
H -0.97 3.67 -4.19
H -0.86 6.54 3.86
H 3.16 -2.07 -3.84
H -3.06 -3.09 -0.51
H 0.40 6.52 -1.54
H 6.14 5.55 -2.98
H 2.48 -3.45 3.07
H -4.66 -2.64 -2.97
H 2.32 3.78 4.72
H -2.25 -5.30 -0.18
H -7.39 4.49 1.40
H -2.16 -0.13 -3.30
H 1.72 -7.03 2.18
H 5.99 2.34 2.19
H 6.45 4.17 -3.95
H 2.71 -6.23 4.21
H -0.36 -4.13 8.13
H -0.78 -2.28 -8.27
H -4.06 -5.45 -2.02
H -1.44 1.39 -0.13
H -2.68 -1.18 4.45
H 0.71 1.15 -6.32
H -4.41 0.19 3.83
H -0.12 5.69 1.52
H 2.53 2.77 0.81
H -1.18 0.11 2.41
H 5.34 -6.47 3.35
H 5.81 -4.90 2.63
H 2.21 -7.59 -3.48
H 5.76 -5.19 4.38
H 0.42 -5.06 3.09
H -1.61 -4.29 1.87
H -4.45 -1.97 5.62
H -5.19 -3.37 -1.50
H -1.07 -2.46 8.19
H -1.84 7.20 -1.34
H -2.32 8.52 -0.26
H -6.39 -0.83 2.43
H 0.22 -2.51 -4.08
H -3.86 -0.16 2.13
H -4.44 5.28 1.53
H 2.53 2.12 4.20
H 2.07 -5.55 -2.33
H 3.61 -0.41 1.33
H 4.92 -1.83 -3.47
H 1.14 -7.83 -0.12
H 4.39 4.22 -5.11
H 5.99 3.75 -1.56
H -1.86 4.45 -8.01
H -1.27 2.11 -4.98
H -2.35 3.04 -7.26
H 5.53 3.22 0.72
H 1.31 8.00 -1.53
H 3.50 -5.21 -0.24
H 0.40 2.55 7.63
H -4.30 2.17 0.93
H 4.38 5.88 -4.66
H -0.43 0.06 -8.29
H 3.72 -5.43 5.50
H 1.06 0.37 5.50
H -1.33 -3.33 5.01
H -6.38 1.87 -5.00
H -1.24 -0.56 -1.38
H 1.93 -2.88 7.51
H -5.88 1.96 0.25
H 5.07 2.61 -2.54
H -1.21 9.11 1.34
H -1.00 -3.48 -1.78
H -0.44 0.94 6.16
H -5.21 -2.05 1.89
H 2.40 1.04 0.26
H -5.20 2.89 -3.21
H 2.00 -1.71 6.21
H 0.39 -0.69 2.43
H -3.18 -1.62 -1.51
H 5.55 -0.84 -1.02
H -0.78 3.45 0.82
H -1.72 -2.64 -3.22
H 4.62 3.43 2.15
H 0.34 2.62 -4.68
H 2.51 3.97 -3.65
H 5.95 -2.41 -1.27
H -4.44 -4.59 -3.55
H -0.69 -3.59 -6.22
H 0.01 1.64 -0.97
H -2.06 2.02 2.27
H -1.71 -3.74 7.09
H 3.77 -0.52 -3.28
H -1.88 -1.39 0.60
H 1.13 -1.32 7.64
H -0.26 -2.15 0.80
H -5.77 3.90 -0.90
H -5.73 5.98 0.53
H 0.47 4.30 -7.85
H 1.46 6.93 -0.17
H -5.48 -0.29 -6.03
H -2.96 -2.26 3.04
H -3.47 -1.28 -5.18
H 2.73 5.62 -3.14
H 2.27 -4.66 4.98
H 3.79 -9.43 -2.76
H -2.24 5.08 5.26
H 2.91 -3.11 -0.28
H -1.43 8.92 -1.70
H 5.15 -6.81 0.37
H -4.22 -3.41 4.74
H -2.66 4.50 -6.36
H -4.09 4.03 -0.48
H -6.34 4.81 2.85
H 3.40 2.24 -0.53
H 0.49 -0.77 -1.16

=====

2.
This record from the OMol25 dataset describes an isolated molecule of C4H10N4 at a distorted geometry. The level of theory is the ωB97M-V functional and the def2-TZVPD basis.

Properties
* E_LUMO: 0.02480 Ha
* F_max: 6.0 eV/A
* energy relative to the best compared isomer or geometry (same formula, charge and spin): 6.528 eV
* SMILES: [H]/N=C(\C=N/NC)NC
* Kohn-Sham gap: 9.0 eV
* molar mass: 114.152 Da

Geometry (Å):
N 1.06 -0.85 -1.35
N 0.58 1.08 1.46
N -0.22 -1.42 -1.30
N 0.43 2.42 -0.38
C -1.58 -0.70 -1.00
C 0.69 1.21 0.16
C 1.27 0.31 -0.85
C 0.19 -0.31 2.18
H -2.09 -0.74 0.11
H 0.04 1.85 1.69
H 0.45 2.24 -1.36
H 0.94 -1.29 1.80
H -1.50 0.48 -1.52
H -0.10 -2.30 -1.77
H -0.92 -0.62 1.72
H 2.35 0.60 -1.19
H -2.31 -1.51 -1.60
H 0.70 -0.44 3.20

=====

3.
This record from the OMol25 dataset describes a cluster of 2 separate species, C9H18IN4OS in total at a distorted geometry. The level of theory is the ωB97M-V functional and the def2-TZVPD basis.

Properties
* E_LUMO: -0.12523 Ha
* F_max: 8.4 eV/A
* charge: +1
* Kohn-Sham gap: 8.4 eV
* molar mass: 357.241 Da

Geometry (Å):
I 2.78 -0.56 1.17
S 1.82 0.78 -3.91
O -1.62 1.74 1.14
N -0.42 0.44 -1.79
N -2.82 2.30 2.96
N -1.00 1.69 -1.95
N 0.09 -1.92 -0.88
C 0.79 -0.02 -2.57
C -2.30 -0.07 2.55
C 3.75 -0.66 -0.82
C -2.21 1.38 2.15
C 1.07 -1.51 -1.95
C -0.81 -0.68 -0.81
C -3.56 2.08 4.18
C 3.65 -2.14 -1.52
C 2.37 -2.34 -2.53
H -4.57 2.47 4.04
H 4.63 -2.26 -2.19
H 2.61 -2.12 -3.67
H 3.73 -2.97 -0.69
H -3.06 2.63 4.98
H -3.61 1.02 4.44
H -1.78 -0.68 1.82
H -1.14 2.05 -0.96
H -3.35 -0.39 2.58
H -2.72 3.25 2.62
H -1.69 -0.68 0.00
H 2.07 -3.49 -2.48
H 0.04 -2.82 -0.32
H 4.91 -0.46 -0.60
H 3.42 0.20 -1.55
H -0.24 2.30 -2.35
H -1.83 -0.22 3.53
H 0.98 1.66 -4.62

=====

4.
This record from the OMol25 dataset describes an isolated molecule of C5H12N2 at a distorted geometry. The level of theory is the ωB97M-V functional and the def2-TZVPD basis.

Properties
* E_LUMO: 0.03611 Ha
* F_max: 2.9 eV/A
* energy relative to the best compared isomer or geometry (same formula, charge and spin): 1.737 eV
* SMILES: C=CC[C@@H](N)CN
* Kohn-Sham gap: 10.2 eV
* molar mass: 100.165 Da

Geometry (Å):
N -1.71 -1.02 0.55
N -1.73 0.14 -2.13
C 1.75 0.75 0.61
C -0.40 -0.54 0.08
C 0.39 0.33 1.08
C -0.64 0.43 -1.14
C 2.85 0.09 0.99
H -2.56 0.36 -1.58
H -0.90 1.37 -0.66
H -1.98 -0.54 1.40
H -0.22 1.19 1.36
H 1.94 1.76 0.25
H 2.76 -0.87 1.49
H 0.27 0.63 -1.71
H 3.83 0.29 0.59
H -1.43 -1.91 0.96
H -1.73 -0.87 -2.18
H 0.19 -1.35 -0.33
H 0.38 -0.21 2.05

=====

5.
This record from the OMol25 dataset describes a cluster of 2 separate species, C20H32N3O4 in total. The level of theory is the ωB97M-V functional and the def2-TZVPD basis.

Properties
* E_LUMO: -0.14524 Ha
* F_max: 0.5 eV/A
* charge: +1
* energy relative to the best compared isomer or geometry (same formula, charge and spin): 2.383 eV
* Kohn-Sham gap: 6.0 eV
* molar mass: 378.493 Da

Geometry (Å):
O 2.45 0.56 -1.37
O 0.83 -1.83 -1.42
O -6.36 0.69 -0.89
O 5.12 -1.50 1.77
N 6.99 -1.76 3.09
N -2.94 -0.04 -1.73
N -4.89 -0.61 0.21
C -2.66 -0.88 -0.70
C 1.87 -1.53 -2.32
C 7.16 -1.72 0.50
C -6.51 2.02 -1.41
C -7.76 2.62 -0.80
C -3.34 -2.04 1.33
C -4.13 0.48 -1.78
C 8.32 -2.43 3.19
C 3.45 1.53 -1.15
C -3.65 -1.17 0.27
C -2.10 -2.59 1.39
C -5.12 0.18 -0.79
C -1.12 -2.31 0.42
C 6.29 -1.67 1.70
C 2.95 -0.74 -1.62
C -1.39 -1.47 -0.61
C -6.62 4.43 0.59
C 4.13 1.39 0.21
C -7.57 3.24 0.58
C -0.38 -1.13 -1.67
H 3.42 1.62 1.01
H -8.55 3.57 0.94
H 3.20 -1.24 -0.68
H 8.61 -2.46 4.23
H 6.51 -1.86 -0.36
H -5.58 4.12 0.45
H -6.58 2.00 -2.50
H 7.04 -0.79 3.43
H 4.51 0.38 0.35
H 1.50 -0.95 -3.17
H -6.88 5.14 -0.20
H 4.19 1.49 -1.95
H -5.62 2.61 -1.15
H 6.29 -2.20 3.69
H 4.95 2.10 0.29
H -6.66 4.95 1.55
H 8.24 -3.44 2.80
H -7.21 2.47 1.27
H 2.28 -2.47 -2.70
H 7.70 -0.78 0.40
H 2.95 2.50 -1.19
H -8.14 3.38 -1.49
H -4.37 1.14 -2.60
H -1.86 -3.27 2.20
H -0.15 -2.78 0.50
H 7.88 -2.54 0.55
H -4.09 -2.26 2.07
H -0.78 -1.41 -2.65
H -8.51 1.82 -0.75
H 9.05 -1.85 2.62
H 3.84 -0.68 -2.27
H -0.19 -0.05 -1.67

=====

6.
This record from the OMol25 dataset describes a structure of composition C31H22AuF5O2P2S. The level of theory is the ωB97M-V functional and the def2-TZVPD basis.

Properties
* E_LUMO: 0.00263 Ha
* F_max: 0.2 eV/A
* energy relative to the best compared isomer or geometry (same formula, charge and spin): 0.000 eV
* Kohn-Sham gap: 7.4 eV
* molar mass: 812.487 Da

Geometry (Å):
Au 1.12 3.07 -1.08
S 0.43 5.16 -0.55
P -1.33 -0.29 -1.34
P 1.72 -0.22 -1.03
F -0.72 4.80 5.25
F -1.19 3.03 0.95
F -1.67 2.88 3.56
F 1.29 6.99 1.63
F 0.75 6.86 4.24
O 1.96 1.17 -1.53
O -1.28 1.18 -1.22
C 3.10 -2.64 -1.44
C -2.67 -2.20 2.60
C -2.44 -0.88 -2.63
C 5.43 -1.31 -2.19
C -4.42 -0.43 -3.92
C 1.17 -0.32 3.51
C -1.97 -0.29 1.32
C 0.28 -1.04 -1.76
C 3.13 -1.24 -1.49
C -2.16 -2.45 0.27
C -4.31 -1.67 -4.53
C 0.09 5.01 1.17
C -3.49 -0.03 -2.97
C 5.40 -2.70 -2.13
C 1.13 -1.51 2.79
C 1.53 -0.28 0.76
C -2.56 -3.01 1.47
C 0.29 5.92 3.43
C -0.67 3.98 1.73
C 0.55 5.97 2.07
C -2.33 -2.12 -3.25
C 1.30 -1.49 1.42
C 1.58 0.90 1.49
C 4.29 -0.58 -1.86
C -2.38 -0.85 2.53
C -0.46 4.87 3.94
C 1.40 0.88 2.86
C -0.94 3.90 3.08
C -3.26 -2.51 -4.20
C 4.24 -3.36 -1.76
C -1.86 -1.09 0.19
H 1.03 -0.33 4.59
H 2.20 -3.17 -1.17
H -1.50 -2.78 -3.02
H 1.26 -2.42 0.88
H 6.29 -3.26 -2.39
H -1.74 0.77 1.25
H -5.04 -1.97 -5.27
H 4.30 0.50 -1.91
H 0.94 -2.45 3.30
H -3.56 0.94 -2.50
H 0.29 -2.10 -1.49
H 1.76 1.84 0.98
H -3.16 -3.47 -4.69
H -2.46 -0.22 3.41
H -5.23 0.24 -4.19
H 0.42 -0.96 -2.85
H 6.33 -0.80 -2.48
H -2.99 -2.64 3.54
H -2.80 -4.06 1.53
H -2.10 -3.08 -0.62
H 4.22 -4.44 -1.73
H 1.44 1.81 3.42